[1]
C4H11NO2 | ωB97M-V/def2-TZVPD

- Frontier orbital gap: 9.647 eV
- Energy above the lowest of the compared OMol25 structures with the same formula, charge and spin: 123.9 kJ/mol
- SMILES: CC(=O)O.CCN
- M: 105.1 g/mol

Element x y z (Å)
C -1.403 0.710 -1.668
C -2.829 0.940 -2.164
N -0.738 2.042 -1.666
H -1.447 0.348 -0.610
H -0.742 -0.062 -2.073
H -3.171 1.944 -1.881
H -3.594 0.256 -1.840
H 4.256 -0.911 1.672
H 0.271 1.939 -1.779
H -1.077 2.619 -2.428
H -2.786 0.869 -3.255
C 1.450 -1.806 2.931
C 2.505 -1.372 2.000
O 3.776 -1.316 2.413
O 2.320 -0.867 0.889
H 1.234 -2.841 3.051
H 0.490 -1.309 2.569
H 1.486 -1.181 3.838


[2]
C4H11NO2 | ωB97M-V/def2-TZVPD

- Frontier orbital gap: 10.157 eV
- Energy above the lowest of the compared OMol25 structures with the same formula, charge and spin: 147.5 kJ/mol
- SMILES: NCCCC=O.O
- M: 105.1 g/mol

Element x y z (Å)
O -2.091 0.466 1.599
C -1.010 0.018 1.870
C 0.183 0.094 0.950
C 0.251 -1.110 -0.003
C 1.454 -2.020 0.247
N 1.286 -2.854 1.439
H -0.862 -0.534 2.823
H 0.078 1.026 0.402
H 1.093 0.211 1.542
H 0.357 -0.775 -1.033
H -0.641 -1.724 0.063
H 1.547 -2.710 -0.599
H 2.376 -1.449 0.349
H 1.270 -3.841 1.259
H 1.851 -2.573 2.221
H -1.120 4.472 -4.327
H -0.335 4.177 -5.599
O -0.373 4.789 -4.844


[3]
C4H11NO2 | ωB97M-V/def2-TZVPD

- Frontier orbital gap: 3.211 eV
- Energy above the lowest of the compared OMol25 structures with the same formula, charge and spin: 804.5 kJ/mol
- M: 105.1 g/mol

Element x y z (Å)
C -0.308 1.961 -1.519
N -1.186 1.861 -0.339
C 0.084 -1.588 0.705
C -1.153 0.562 0.231
C 0.094 -0.078 0.678
O 0.472 0.437 1.998
H -0.247 2.935 -1.999
H 0.710 1.589 -1.361
H -0.696 1.234 -2.238
H -0.984 2.557 0.375
H -0.224 -2.012 -0.249
H 1.085 -1.970 0.939
H -0.553 -1.924 1.535
H -2.094 0.040 0.361
H 0.906 0.188 -0.015
H 2.327 -3.756 -0.876
H -0.358 0.850 2.276
O 2.124 -2.886 -0.503


[4]
C4H11NO2 | ωB97M-V/def2-TZVPD

- Frontier orbital gap: 10.277 eV
- Energy above the lowest of the compared OMol25 structures with the same formula, charge and spin: 207.4 kJ/mol
- SMILES: CC(=O)N(C)C.O
- M: 105.1 g/mol

Element x y z (Å)
C -1.290 -1.559 0.709
C -0.458 -1.320 -0.479
N 0.102 -0.025 -0.306
C 1.283 0.209 -1.257
C -0.981 0.993 -0.251
O 0.002 -2.026 -1.359
H -2.200 -2.030 0.634
H -0.547 -2.214 1.270
H -1.305 -0.711 1.404
H 1.270 -0.128 -2.193
H 2.227 -0.207 -0.844
H 1.595 1.254 -1.272
H -1.844 0.697 -0.888
H -1.500 1.178 0.707
H -0.600 1.934 -0.476
H 0.818 0.849 1.693
H 2.077 1.493 1.154
O 1.351 1.610 1.752


[5]
C4H11NO2 | ωB97M-V/def2-TZVPD

- Frontier orbital gap: 10.195 eV
- Energy above the lowest of the compared OMol25 structures with the same formula, charge and spin: 94.8 kJ/mol
- SMILES: CC(=O)O.CCN
- M: 105.1 g/mol

Element x y z (Å)
C 0.018 -1.147 -0.991
C -1.467 -0.929 -0.731
N 0.220 -1.270 -2.455
H 0.612 -0.274 -0.762
H 0.344 -2.031 -0.439
H -2.016 -1.869 -0.763
H -1.872 -0.210 -1.443
H 1.932 2.302 0.019
H 1.214 -1.386 -2.624
H -0.190 -2.130 -2.812
H -1.626 -0.436 0.225
C 0.285 0.953 2.342
C 0.495 1.740 1.076
O -0.109 2.713 0.725
O 1.781 1.563 0.632
H -0.789 0.765 2.404
H 0.530 1.706 3.081
H 0.637 -0.060 2.517


[6]
C4H11NO2 | ωB97M-V/def2-TZVPD

- Frontier orbital gap: 10.105 eV
- Energy above the lowest of the compared OMol25 structures with the same formula, charge and spin: 155.5 kJ/mol
- SMILES: C[C@H](CO)NCO
- M: 105.1 g/mol

Element x y z (Å)
C -0.428 -1.016 1.623
C -0.108 -0.010 0.532
C -0.766 1.351 0.835
O 0.138 2.268 1.450
N -0.586 -0.486 -0.787
C 0.375 -0.449 -1.840
O 1.350 -1.537 -1.769
H 0.244 -1.873 1.610
H -0.085 -0.536 2.545
H -1.480 -1.272 1.736
H 0.960 0.198 0.546
H -1.543 1.258 1.601
H -1.229 1.718 -0.084
H 0.911 2.404 0.894
H -0.963 -1.416 -0.666
H -0.155 -0.493 -2.782
H 1.008 0.432 -1.763
H 1.170 -2.143 -2.492


[7]
C4H11NO2 | ωB97M-V/def2-TZVPD

- Frontier orbital gap: 10.116 eV
- Energy above the lowest of the compared OMol25 structures with the same formula, charge and spin: 352.6 kJ/mol
- SMILES: CON(C)[C@@H](C)O
- M: 105.1 g/mol

Element x y z (Å)
C 2.498 -0.603 0.585
O 1.371 -0.635 -0.244
H -0.352 -1.353 0.399
H 3.360 -0.849 -0.041
H 2.713 0.340 1.101
H 2.401 -1.395 1.340
C 0.234 1.358 -1.143
C -1.974 0.056 0.993
C -0.918 -0.444 0.009
O -1.471 -0.751 -1.260
N 0.195 0.432 -0.035
H -2.082 -1.487 -1.157
H 1.173 1.906 -1.092
H 0.163 0.856 -2.111
H -0.612 2.040 -1.037
H -1.501 0.381 1.915
H -2.518 0.891 0.555
H -2.679 -0.742 1.223


It is found that the E values, taken in the order of the records, are -9910.9577 -9910.7134 -9903.9041 -9910.0928 -9911.2595 -9910.6298 -9908.5876 eV.
It is found that the max |F| values, taken in the order of the records, are 3.83 0.99 1.60 5.43 2.86 1.68 2.82 eV Å⁻¹.